ORCA calculation (ωB97M-V/def2-TZVPD) on C4H5NO in the gas phase in a non-equilibrium geometry.

Each line ends with the Mulliken charge.
Geometry (Å):
O  -0.368  -1.548  -1.006  -0.528
N  1.898  0.042  0.544  -0.488
C  0.613  0.339  0.186  0.053
C  -1.306  -1.067  -0.365  0.022
C  -0.172  1.238  -0.282  -0.396
C  -1.052  0.228  0.263  -0.418
H  -1.856  0.534  0.901  0.367
H  -0.306  2.212  -0.620  0.470
H  2.598  0.626  0.079  0.257
H  -2.203  -1.654  -0.125  0.381
H  2.128  -0.935  0.458  0.280

Results
Multiplicity: 1
Net charge: 0
SMILES string: NC1=C[C@H]1C=O
Energy above the lowest of the compared OMol25 structures with the same formula, charge and spin, kcal/mol: 87.2
F_max, eV Å⁻¹: 2.98